No. 1
This record from OMol25 describes a cluster of 3 separate species, C16H32BClN3O4S2 in total in a non-equilibrium geometry. The level of theory is ωB97M-V/def2-TZVPD.

Last column: natural (NBO) charge in e.
Element x y z (Å)
1 O -3.71339 -0.94500 1.81589  -0.5630
2 C -2.68910 -1.01428 1.16048  0.6229
3 Cl -1.47577 0.32278 1.37725  -0.1545
4 C -2.32453 -2.10483 0.20289  -0.7496
5 B -0.71284 -2.25798 -0.21541  -0.1162
6 C -0.59112 -3.50857 -1.28059  -0.6443
7 C -0.79976 -4.87942 -0.59350  -0.3996
8 C 0.33427 -5.91078 -0.72186  -0.5319
9 S 2.04925 -5.32668 -0.78432  0.3643
10 C 2.49109 -4.81692 0.80612  -0.0810
11 S 4.06789 -4.43288 1.03299  -0.1085
12 N 1.50694 -4.77200 1.79452  -0.5121
13 C 1.43268 -6.03154 2.54594  -0.2362
14 C 0.46666 -5.94172 3.71304  -0.0744
15 O 0.63204 -4.80031 4.51719  -0.5279
16 C 0.49682 -3.66557 3.68179  -0.0824
17 C 1.65350 -3.64538 2.71443  -0.2529
18 H -2.70038 -3.00150 0.68734  0.2185
19 H -2.87660 -1.96221 -0.72299  0.2401
20 H -0.11926 -2.48565 0.82530  -0.0938
21 H -0.33824 -1.19110 -0.67184  -0.0553
22 H -1.42300 -3.37309 -1.97275  0.1872
23 H 0.31078 -3.47738 -1.88518  0.2004
24 H -1.07485 -4.74757 0.44581  0.1979
25 H -1.66447 -5.34837 -1.06214  0.1861
26 H 0.28389 -6.59409 0.11829  0.2026
27 H 0.17280 -6.52645 -1.59546  0.2208
28 H 2.43410 -6.37192 2.82391  0.1827
29 H 1.02885 -6.79101 1.88160  0.1989
30 H 0.56345 -6.81964 4.33583  0.1888
31 H -0.53515 -5.88825 3.28214  0.1636
32 H -0.45249 -3.68897 3.15260  0.1855
33 H 0.54449 -2.75899 4.27139  0.1938
34 H 1.63664 -2.71153 2.17142  0.2465
35 H 2.55189 -3.75466 3.31850  0.1884
36 C -0.96515 1.80626 -2.18153  0.5257
37 O -1.28491 1.18574 -3.17633  -0.6341
38 N -0.35780 3.01347 -2.21127  -0.4405
39 C 0.00568 3.72984 -1.00126  -0.3974
40 C -0.06057 3.60670 -3.49813  -0.4126
41 H -1.14627 1.44882 -1.15452  0.1393
42 H -0.49845 4.69327 -0.97148  0.1976
43 H 1.08386 3.89656 -0.97505  0.1911
44 H -0.28288 3.15211 -0.12554  0.2218
45 H -0.98007 3.74567 -4.07071  0.2028
46 H 0.59678 2.95142 -4.07240  0.2095
47 H 0.42515 4.56945 -3.35079  0.1900
48 C 1.10172 7.58602 -0.60647  0.5296
49 O 0.70937 6.57167 -0.06996  -0.6164
50 N 0.29722 8.52453 -1.14285  -0.4325
51 C 0.81830 9.71856 -1.77483  -0.3972
52 C -1.14107 8.32054 -1.08050  -0.4168
53 H 2.17480 7.82603 -0.70399  0.1037
54 H 0.45065 10.60860 -1.25934  0.1925
55 H 0.50258 9.76026 -2.81950  0.1943
56 H 1.90533 9.71545 -1.73711  0.2104
57 H -1.46236 8.23812 -0.04195  0.2165
58 H -1.41075 7.39655 -1.59248  0.2175
59 H -1.64821 9.15781 -1.55266  0.1997

**2S+1**: 1
**Charge**: -1

---

No. 2
This record from OMol25 describes a structure of composition C16H32BF4O14Tl in a non-equilibrium geometry. The level of theory is ωB97M-V/def2-TZVPD.

Last column: natural (NBO) charge in e.
Element x y z (Å)
1 Tl 2.04846 -0.81917 1.38656  0.8779
2 C -1.49319 -4.69501 2.11110  -0.0521
3 C -2.81677 -4.70138 1.79878  0.2860
4 C -3.50904 -3.67119 0.94419  0.3344
5 O -4.77481 -3.64506 0.68359  -0.4093
6 C -2.87836 -2.44845 0.73781  -0.1208
7 C -1.48858 -2.18606 1.14023  0.3910
8 C -0.68258 -3.48522 1.81271  0.4128
9 O 0.49439 -3.38832 2.06516  -0.4766
10 O -0.83845 -1.12567 0.93220  -0.4920
11 O -3.36226 -5.79503 2.18011  -0.4220
12 H -0.98499 -5.44963 2.69306  0.2586
13 H -3.53178 -1.77742 0.20009  0.2693
14 B 0.74371 1.78524 -1.43296  1.3267
15 F 0.67311 0.73420 -0.55692  -0.5732
16 F 0.06422 1.53174 -2.63317  -0.5644
17 F 0.13021 2.84138 -0.77266  -0.5727
18 F 2.07087 2.08416 -1.68615  -0.5663
19 C -0.90180 1.50666 3.26224  -0.0921
20 C -2.21365 2.09416 2.76370  -0.1092
21 O -2.93949 0.99581 2.31466  -0.7376
22 O -0.00123 1.41910 2.11422  -0.7201
23 H -0.95268 0.60239 3.86871  0.1790
24 H -0.43138 2.18332 3.97565  0.1687
25 H -2.32345 2.85467 1.99060  0.1964
26 H -2.71644 2.59511 3.59096  0.1841
27 H -2.54192 0.54776 1.56447  0.4685
28 H -0.59661 1.42452 1.36116  0.4786
29 C -1.49492 -2.05500 -4.24151  -0.0943
30 C -2.23614 -2.24223 -2.85840  -0.1179
31 O -1.42182 -2.03200 -1.77608  -0.6870
32 O -0.92570 -0.74206 -4.41999  -0.7173
33 H -1.89199 -2.47273 -5.16667  0.1915
34 H -0.58976 -2.65743 -4.16512  0.1534
35 H -2.32581 -3.32425 -2.76200  0.1652
36 H -3.21945 -1.79137 -2.99233  0.1944
37 H -1.97201 -1.64993 -1.08841  0.4701
38 H -0.98740 -0.32853 -3.55583  0.4814
39 C 3.97013 2.55551 1.47091  -0.0862
40 C 4.03778 2.02695 2.93491  -0.0906
41 O 4.10326 0.57907 2.95861  -0.7372
42 O 2.77695 2.10007 0.86704  -0.7333
43 H 4.89228 2.29688 0.95048  0.1535
44 H 4.15361 3.62527 1.57119  0.1679
45 H 3.11336 2.29979 3.44393  0.1848
46 H 4.87183 2.51457 3.43956  0.1711
47 H 4.95106 0.44591 3.38886  0.4764
48 H 2.60941 2.58142 0.05350  0.5117
49 C 5.41718 -0.59715 -0.64264  -0.0831
50 C 4.40918 0.31563 -1.36442  -0.0828
51 O 3.12862 -0.32066 -1.35617  -0.7410
52 O 5.11569 -1.03716 0.70905  -0.7429
53 H 6.38969 -0.10798 -0.69768  0.1659
54 H 5.47339 -1.50028 -1.25033  0.1663
55 H 4.73270 0.54130 -2.38053  0.1897
56 H 4.33757 1.27782 -0.85730  0.1814
57 H 2.74110 -0.23454 -2.23025  0.4965
58 H 5.82026 -1.58918 1.05612  0.4781
59 C -2.69475 1.92206 -1.70055  -0.0554
60 C -4.22010 1.87006 -1.92287  -0.0994
61 O -4.90433 0.70634 -1.32736  -0.7385
62 O -2.20755 2.97628 -2.39758  -0.7344
63 H -2.17298 1.06833 -2.13299  0.1540
64 H -2.39895 2.04815 -0.65905  0.1370
65 H -4.29634 1.88633 -3.01009  0.1813
66 H -4.67643 2.82526 -1.66318  0.1717
67 H -5.33895 1.06508 -0.55018  0.4715
68 H -1.31518 3.14183 -2.08473  0.5033

**Energy relative to the best compared isomer or geometry (same formula, charge and spin)**: 7.4 kcal/mol
**2S+1**: 1

---

No. 3
This record from OMol25 describes a cluster of 8 separate species, C16H32Br12Cl4 in total in a non-equilibrium geometry. The level of theory is ωB97M-V/def2-TZVPD.

Last column: natural (NBO) charge in e.
Element x y z (Å)
1 Cl 9.13710 7.09964 17.42557  -0.0484
2 C 9.15550 7.78364 15.80960  -0.4052
3 C 10.03169 7.14660 14.84312  -0.4172
4 Cl 9.44094 5.65434 14.15380  -0.0335
5 H 9.56313 8.77322 16.01611  0.2235
6 H 8.17224 7.81016 15.33992  0.2280
7 H 10.95296 6.96840 15.39775  0.2190
8 H 10.36544 7.83968 14.07089  0.2323
9 Cl 10.15980 10.38834 13.35466  -0.0696
10 C 10.53340 12.06664 12.87828  -0.4020
11 C 11.64163 12.09906 11.80765  -0.3583
12 Cl 11.03123 11.28060 10.29978  -0.1160
13 H 10.89350 12.53346 13.79507  0.2289
14 H 9.63198 12.55192 12.50405  0.2433
15 H 12.52966 11.54764 12.11657  0.2296
16 H 11.85140 13.10760 11.45132  0.2407
17 Br 6.52637 11.50368 11.55646  -0.0154
18 C 7.53985 10.10667 10.59304  -0.4511
19 C 7.16387 8.65962 10.93225  -0.4209
20 Br 7.00318 8.29156 12.89125  -0.0351
21 H 8.57285 10.28769 10.89008  0.2312
22 H 7.44631 10.25066 9.51665  0.2339
23 H 7.90244 7.92520 10.61094  0.2350
24 H 6.20174 8.45262 10.46368  0.2193
25 Br 4.65909 16.83304 13.95494  -0.0326
26 C 6.23657 15.64782 13.52174  -0.4163
27 C 7.25956 15.94206 14.58814  -0.4179
28 Br 8.81942 14.72714 14.29206  -0.0470
29 H 6.57234 15.93182 12.52439  0.2342
30 H 6.02301 14.57894 13.52223  0.2284
31 H 6.89845 15.82798 15.61024  0.2341
32 H 7.61793 16.96304 14.45672  0.2272
33 Br 13.97727 14.82128 10.47882  -0.0278
34 C 13.07700 14.36192 8.74207  -0.4239
35 C 12.96550 15.59982 7.80380  -0.4410
36 Br 12.35210 15.13726 5.97838  -0.0015
37 H 12.12801 13.91926 9.04465  0.2222
38 H 13.63562 13.60216 8.19546  0.2331
39 H 13.94631 16.07350 7.84561  0.2353
40 H 12.19124 16.28264 8.15361  0.2174
41 Br 8.79868 13.24472 17.93514  -0.0289
42 C 8.09454 11.92910 16.61802  -0.4244
43 C 6.57269 12.13814 16.44567  -0.4698
44 Br 5.84128 10.87188 15.19722  0.0235
45 H 8.34766 10.93692 16.99161  0.2230
46 H 8.63971 11.98246 15.67566  0.2275
47 H 6.33933 13.09748 15.98383  0.2149
48 H 6.06279 12.09018 17.40785  0.2301
49 Br 13.00184 7.23578 7.91811  -0.0048
50 C 13.10721 9.11415 7.41446  -0.4530
51 C 11.73642 9.87504 7.11788  -0.4509
52 Br 11.94540 11.71666 6.37953  -0.0083
53 H 13.88316 9.13194 6.64917  0.2338
54 H 13.50545 9.46384 8.36695  0.2250
55 H 11.08820 9.95190 7.99081  0.2255
56 H 11.05768 9.22934 6.56066  0.2284
57 Br 7.28397 12.81914 7.84807  -0.0274
58 C 9.01946 13.79978 7.79838  -0.4412
59 C 9.05084 15.03048 8.74105  -0.4180
60 Br 8.95151 14.48506 10.67939  -0.0429
61 H 9.14139 14.08412 6.75321  0.2373
62 H 9.80231 13.07036 8.00627  0.2362
63 H 8.25393 15.74840 8.54700  0.2317
64 H 9.98897 15.57774 8.64879  0.2172

**Structure (SMILES)**: BrCCBr.BrCCBr.BrCCBr.BrCCBr.BrCCBr.BrCCBr.ClCCCl.ClCCCl
**2S+1**: 1

---

| no. | HOMO-LUMO gap (eV) | M (g/mol) | lowest unoccupied orbital energy (eV) |
| --- | --- | --- | --- |
| 1 | 7.2 | 440.85 | 1.845 |
| 2 | 3.8 | 739.61 | -5.353 |
| 3 | 9.7 | 1325.09 | -0.038 |